Molecular formula: H5N2P
Method: DFT, ωB97M-V/def2-TZVPD

Values from the calculation:
HOMO-LUMO gap, eV: 9.2
SMILES string: NNP
HOMO, eV: -8.1

```
! wB97M-V def2-TZVPD RIJCOSX def2/J DEFGRID3
* xyz 0 1
N -1.2355 0.2221 -0.1067
N -0.2970 -0.7534 0.3157
P 1.4208 -0.1952 0.2441
H -0.7502 0.5995 -0.9047
H -1.5074 0.9308 0.5903
H -0.4596 -1.0921 1.1684
H 1.1882 0.9711 -0.3165
H 1.6407 -0.6828 -0.9905
*
```

Charge distribution, natural (NBO) scheme, values in e:
1 N -0.667
2 N -0.689
3 P 0.461
4 H 0.348
5 H 0.337
6 H 0.351
7 H -0.079
8 H -0.060

---

Molecular formula: C71H59CsF3N7O4P2SSe
Method: DFT, ωB97M-V/def2-TZVPD

Values from the calculation:
HOMO-LUMO gap, eV: 4.9
HOMO, eV: -1.6

```
! wB97M-V def2-TZVPD RIJCOSX def2/J DEFGRID3
* xyz -2 1
Cs 1.1476 0.9904 -0.5436
C 6.5679 1.3391 3.9570
O 5.9989 0.7341 2.8436
C 5.7956 1.5279 1.7058
C 6.1723 2.8447 1.6332
C 5.9290 3.6004 0.4849
C 5.2851 3.0119 -0.5802
C 4.9167 1.6715 -0.5509
C 4.3437 1.0390 -1.7268
N 3.5693 1.5096 -2.6293
N 3.1631 2.7906 -2.6079
C 1.8911 3.0775 -2.6196
O 0.9195 2.2613 -2.5668
C 1.6124 4.5370 -2.6029
C 0.2916 4.9766 -2.5631
C 0.0044 6.3224 -2.4529
C 1.0291 7.2516 -2.3861
C 2.3473 6.8234 -2.4417
C 2.6380 5.4786 -2.5493
C 5.1514 0.8500 0.6027
O 4.8008 -0.3605 0.6677
H 6.6200 0.5776 4.7389
H 7.5878 1.6973 3.7560
H 5.9689 2.1864 4.3282
H 6.6574 3.3346 2.4692
H 6.2468 4.6363 0.4497
H 5.0827 3.5769 -1.4787
H 4.6383 0.0058 -1.8853
H -0.4986 4.2412 -2.6194
H -1.0255 6.6512 -2.4082
H 0.8051 8.3074 -2.2924
H 3.1503 7.5490 -2.3871
H 3.6611 5.1363 -2.5898
C -4.8545 -4.8314 3.8798
C -3.3540 -4.4984 3.9244
C -2.6786 -5.3774 4.9894
C -2.7597 -4.7697 2.5567
C -2.8151 -6.0488 2.0097
C -2.3468 -6.3035 0.7341
C -1.8327 -5.2775 -0.0400
C -1.7442 -3.9928 0.4754
P -1.1124 -2.4889 -0.3855
C -0.5952 -3.3010 -1.9511
C 0.4519 -4.2197 -1.8698
C 0.9051 -4.8741 -2.9975
C 0.3320 -4.6059 -4.2307
C -0.6900 -3.6744 -4.3250
C -1.1480 -3.0199 -3.1947
C -2.7261 -1.8131 -0.9401
C -2.7145 -0.5357 -1.4927
C -3.8886 0.0470 -1.9347
C -5.0829 -0.6472 -1.8488
C -5.0972 -1.9262 -1.3177
C -3.9280 -2.5090 -0.8608
C -2.1968 -3.7594 1.7851
O -2.0589 -2.4822 2.2120
C -2.5213 -2.1505 3.4472
C -2.2876 -0.8179 3.8141
C -2.7608 -0.3679 5.0355
C -3.4439 -1.2338 5.8736
C -3.6296 -2.5544 5.5131
C -3.1677 -3.0414 4.2947
P -1.4197 0.1934 2.5447
C 0.2979 -0.2286 3.0079
C 0.6852 -1.4007 3.6486
C 2.0290 -1.6559 3.8780
C 2.9956 -0.7461 3.4848
C 2.6133 0.4277 2.8578
C 1.2801 0.6717 2.5971
C -1.6424 1.8082 3.3878
C -2.8557 2.4403 3.1287
C -3.1262 3.6868 3.6603
C -2.1915 4.3127 4.4681
C -0.9926 3.6811 4.7480
C -0.7161 2.4350 4.2104
H -5.0057 -5.8735 3.6111
H -5.3588 -4.2094 3.1445
H -5.3105 -4.6590 4.8504
H -2.8276 -6.4320 4.7734
H -3.1023 -5.1677 5.9677
H -1.6108 -5.1778 5.0279
H -3.2417 -6.8568 2.5859
H -2.3973 -7.3058 0.3304
H -1.5114 -5.4724 -1.0533
H 0.8993 -4.4199 -0.9049
H 1.7074 -5.5961 -2.9167
H 0.6800 -5.1262 -5.1140
H -1.1395 -3.4599 -5.2853
H -1.9416 -2.2902 -3.2865
H -1.7882 0.0149 -1.5699
H -3.8630 1.0540 -2.3185
H -6.0072 -0.1993 -2.1905
H -6.0288 -2.4744 -1.2582
H -3.9599 -3.5066 -0.4424
H -2.5921 0.6571 5.3334
H -3.8273 -0.8807 6.8199
H -4.1473 -3.2181 6.1912
H -0.0584 -2.1148 3.9755
H 2.3153 -2.5729 4.3778
H 4.0447 -0.9398 3.6501
H 3.3670 1.1387 2.5559
H 0.9787 1.5775 2.0866
H -3.5720 1.9526 2.4814
H -4.0546 4.1833 3.4194
H -2.3837 5.3000 4.8663
H -0.2648 4.1744 5.3781
H 0.2215 1.9494 4.4384
F -3.4256 4.8826 -1.2511
C -3.2592 5.2899 0.0163
F -4.2812 4.7440 0.7138
F -3.5682 6.6201 -0.0233
C -1.9116 5.0432 0.5964
C -1.1773 6.0822 1.1232
C 0.1049 5.8341 1.5975
C 0.5809 4.5327 1.5274
N -0.1181 3.5188 1.0777
C -1.3640 3.7235 0.6000
S -2.2495 2.4034 0.0732
H -1.5891 7.0839 1.1645
H 0.7075 6.6306 2.0009
H 1.5829 4.2931 1.8801
N 6.6526 -4.0007 -0.1040
C 5.7554 -3.4510 -0.5707
C 4.6521 -2.8644 -1.2136
C 4.6325 -2.7658 -2.6092
C 3.5150 -2.2258 -3.2166
C 2.4542 -1.8201 -2.4172
N 2.4610 -1.9171 -1.0939
C 3.5353 -2.3990 -0.5005
H 5.4821 -3.1026 -3.1903
H 3.4702 -2.1097 -4.2894
H 1.5596 -1.4024 -2.8611
H 3.5122 -2.4616 0.5752
C -2.8988 0.8260 -5.6228
N -1.9636 -0.1076 -6.1761
C -2.1524 -0.9476 -7.2441
C -0.9872 -1.5958 -7.4679
N -0.0804 -1.1518 -6.5378
C 1.2973 -1.5224 -6.4185
C -0.6789 -0.2314 -5.7217
Se 0.0922 0.7221 -4.3635
H -3.3884 1.3971 -6.4139
H -2.3271 1.5013 -4.9815
H -3.6549 0.3249 -5.0130
H -3.0868 -1.0209 -7.7649
H -0.7391 -2.3271 -8.2122
H 1.7891 -1.4929 -7.3935
H 1.4047 -2.5202 -5.9823
H 1.7609 -0.7915 -5.7506
*
```

Results of the Mulliken charge analysis, in e, for atoms 1 through 8:
1 Cs 0.698
2 C -1.077
3 O -0.269
4 C 0.563
5 C -0.381
6 C -1.236
7 C -0.390
8 C 0.384

---

Molecular formula: C45H50IrN6O5P3S5SbTe
Method: DFT, ωB97M-V/def2-TZVPD

Values from the calculation:
HOMO-LUMO gap (alpha / beta), eV: 5.4 / 5.7
HOMO (alpha / beta), eV: -2.0 / -2.3
<S²>: 0.7625

```
! wB97M-V def2-TZVPD RIJCOSX def2/J DEFGRID3
* xyz -2 2
Ir -1.3049 0.4243 -0.6567
Te 0.3636 -0.6515 3.2633
C 0.8568 0.2804 5.0941
C 0.8670 1.6565 5.2703
C 1.1957 2.1784 6.5102
N 1.4974 1.4434 7.5823
C 1.4696 0.1220 7.4082
C 1.1637 -0.4978 6.2078
C 0.8628 0.9292 1.9523
P 2.3223 0.2600 1.0209
C 2.9461 1.6280 -0.0689
C 2.3504 1.7268 -1.3265
C 2.7258 2.7220 -2.2179
C 3.7331 3.6147 -1.8841
C 4.3700 3.4962 -0.6546
C 3.9790 2.5140 0.2441
C 3.6327 0.3636 2.3151
C 3.6390 1.2994 3.3451
C 4.6583 1.3223 4.2852
C 5.7049 0.4130 4.1946
C 5.7188 -0.5172 3.1640
C 4.6846 -0.5454 2.2373
P -0.4162 1.6050 1.0139
C -1.9765 3.1351 3.0092
C -3.0874 2.5546 3.8494
C -3.0453 2.9816 5.2504
C -2.1141 3.8439 5.6901
C -1.1985 4.5226 4.7947
C -1.1406 4.2169 3.4885
C 0.0495 3.3278 0.5452
C -0.8909 4.1619 -0.0598
C -0.6199 5.5050 -0.2620
C 0.6081 6.0337 0.1205
C 1.5406 5.2169 0.7398
C 1.2486 3.8787 0.9747
H 0.6344 2.3095 4.4412
H 1.2129 3.2554 6.6527
H 1.7174 -0.4795 8.2782
H 1.1869 -1.5799 6.1442
H 1.5936 1.0066 -1.6137
H 2.2326 2.7761 -3.1804
H 4.0341 4.3877 -2.5820
H 5.1732 4.1754 -0.3909
H 4.4800 2.4453 1.2019
H 2.8202 2.0044 3.4081
H 4.6273 2.0430 5.0944
H 6.5004 0.4225 4.9304
H 6.5265 -1.2362 3.0922
H 4.6789 -1.2923 1.4507
H -4.0559 2.3178 3.4270
H -3.8051 2.6066 5.9251
H -2.0973 4.1177 6.7384
H -0.5964 5.3327 5.1887
H -0.5430 4.7869 2.7915
H -1.8564 3.7674 -0.3501
H -1.3711 6.1421 -0.7152
H 0.8266 7.0815 -0.0489
H 2.4953 5.6175 1.0578
H 1.9410 3.2533 1.5184
S -1.8116 -5.6803 1.0388
Sb -3.5508 -4.3559 0.3873
S -1.5766 -1.4406 0.7132
S -2.6148 -2.4057 -0.8304
S -5.0793 -5.1725 -1.0873
O -4.0283 0.9474 -0.7217
N -3.0238 1.1533 0.0206
C -3.1353 1.9330 1.0748
C -1.9593 2.0928 1.9741
N -1.9482 1.7046 3.4263
C -4.3157 2.7281 1.1542
N -5.2734 3.3680 1.2018
C 0.1811 0.7274 -5.7983
C 1.4317 0.0623 -5.2307
C 1.6550 -1.3061 -5.8677
C 2.6495 0.9480 -5.4603
O 1.3275 -0.0371 -3.7965
P 0.3786 -1.1176 -3.0536
O -0.8482 -1.3956 -3.8267
O 0.2378 -0.5717 -1.6324
O 1.4162 -2.3246 -2.9867
C 1.2213 -3.6356 -2.3753
C -0.0280 -4.3050 -2.9273
C 2.4680 -4.4026 -2.7943
C 1.1638 -3.4960 -0.8640
H 0.2688 0.8102 -6.8854
H 0.0672 1.7285 -5.3765
H -0.6986 0.1389 -5.5428
H 1.8333 -1.1816 -6.9389
H 0.7807 -1.9410 -5.7257
H 2.5177 -1.7965 -5.4159
H 2.8094 1.1004 -6.5304
H 3.5397 0.4892 -5.0280
H 2.4982 1.9204 -4.9896
H 0.0598 -4.4476 -4.0071
H -0.9144 -3.7069 -2.7269
H -0.1618 -5.2737 -2.4417
H 2.5157 -4.4856 -3.8823
H 2.4453 -5.4057 -2.3646
H 3.3619 -3.8868 -2.4393
H 0.3155 -2.8926 -0.5499
H 2.0730 -3.0189 -0.4911
H 1.0520 -4.4813 -0.4074
C -0.7933 4.5005 -4.3155
N -2.0485 3.9225 -3.9010
C -3.2629 4.7240 -3.9458
C -4.2764 3.8467 -3.2021
N -3.4076 2.9289 -2.4862
C -2.1610 2.9571 -2.9457
S -0.8655 2.0029 -2.4594
H -0.8196 4.7167 -5.3849
H 0.0096 3.7954 -4.1152
H -0.5883 5.4274 -3.7673
H -3.5571 4.9270 -4.9765
H -3.1013 5.6837 -3.4384
H -4.9301 3.3062 -3.8910
H -4.8932 4.4153 -2.5077
H -3.7513 2.1482 -1.9047
*
```

Results of the Mulliken charge analysis, in e, for atoms 1 through 8:
1 Ir 1.006
2 Te 0.628
3 C 0.184
4 C 0.461
5 C -0.513
6 N -0.702
7 C -0.461
8 C -0.516

---

Molecular formula: CH4IOPS
Method: DFT, ωB97M-V/def2-TZVPD

Values from the calculation:
HOMO-LUMO gap (alpha / beta), eV: 6.5 / 8.2
HOMO (alpha / beta), eV: -8.0 / -9.4

```
! wB97M-V def2-TZVPD RIJCOSX def2/J DEFGRID3
* xyz 0 1
C 1.5829 1.1054 0.1612
O -2.6134 -0.9022 -0.6838
P 1.0348 -0.3542 1.1488
S -2.7749 -0.3497 0.8558
I 0.6926 -1.9279 -0.6454
H 1.7818 1.9253 0.8505
H 0.7986 1.4074 -0.5349
H 2.4883 0.8835 -0.4021
H -2.9907 -1.7877 -0.7501
*
```

Results of the natural (NBO) charge analysis, in e, for atoms 1 through 8:
1 C -1.000
2 O -0.798
3 P 0.419
4 S 0.298
5 I -0.132
6 H 0.236
7 H 0.245
8 H 0.240

---

Going through the records in order, we get ΔE to the lowest compared entry with this formula, charge and spin values of 48.5, 15.3, 74.4, 89.4 kcal/mol.